Record 1
Here is a gas-phase ion, C8H19N4O2 (charge +1) from the OMol25 dataset. Energies are from the ωB97M-V functional and the def2-TZVPD basis.

frontier orbital gap = 9.791 eV
LUMO = -3.709 eV
charge = +1
SMILES = CCCCCC/[NH+]=C(\N)[C@H](N)[N+](=O)[O-]

Positions of all 33 atoms, in Å:
C 4.32541 -0.27515 1.03224
C 3.16546 0.39382 0.34541
C 1.89721 -0.29903 0.69742
C 0.49119 0.42473 0.44033
C 0.28081 0.57216 -1.05886
C -1.02669 1.14392 -1.49709
N -2.13538 0.18262 -1.09511
C -2.88379 0.10095 -0.03224
N -2.85055 0.68824 1.16551
C -4.29050 -1.04442 -0.22799
N -4.21205 -1.52110 -1.55607
N -5.52417 -0.30659 0.26151
O -5.51664 -0.29841 1.45501
O -6.40318 -0.07662 -0.47068
H 4.32878 -1.41145 0.82409
H 5.27592 0.02188 0.49297
H 4.33043 -0.16067 2.08386
H 3.30878 1.37324 0.68874
H 3.43870 0.32726 -0.75666
H 1.87511 -1.33752 0.26546
H 1.77140 -0.51509 1.78575
H 0.41459 1.40925 0.94383
H -0.08914 -0.38527 0.83789
H 0.90951 1.39215 -1.42748
H 0.54577 -0.31220 -1.54817
H -0.98958 1.18406 -2.53598
H -1.26084 2.12446 -1.10752
H -2.40093 -0.39657 -2.01407
H -2.26604 1.61157 1.21906
H -3.63711 0.55468 1.77705
H -4.18138 -1.89695 0.51030
H -4.52312 -2.47069 -1.70270
H -4.83129 -1.03139 -2.25204

Atoms 1-6, force components in eV/Å:
C 1.7 -2.8 -2.5
C 1.4 -1.5 -1.4
C -2.2 -0.1 1.0
C 2.2 -0.9 -1.0
C 0.3 2.8 1.2
C -0.9 -1.5 2.4

Record 2
Here is a molecular structure, C8H19N4O9Sr from the OMol25 dataset. Energies are from the ωB97M-V functional and the def2-TZVPD basis.

frontier orbital gap = 5.948 eV
LUMO = 1.381 eV
charge = -1

Positions of all 41 atoms, in Å:
Sr -0.28622 0.46181 0.64360
C 0.90074 5.25547 1.94882
C -0.31504 4.75889 2.70768
O -0.92844 3.79833 2.17276
O -0.74702 5.45355 3.60465
H 1.10790 4.51887 1.17255
H 1.79082 5.35221 2.57050
H 0.81593 6.19052 1.39510
C -3.65528 -2.54477 4.32309
C -2.78784 -1.77745 3.36056
O -2.07108 -2.44809 2.58724
O -2.93561 -0.51577 3.27656
H -4.29624 -3.33927 3.94093
H -4.31150 -1.89943 4.90706
H -2.92708 -2.95638 5.02193
C -3.44269 1.46792 -4.19115
C -2.54854 1.32897 -2.97105
O -1.33360 1.54775 -3.00374
O -3.09741 1.00124 -1.93773
H -2.89155 1.93447 -5.00766
H -4.34876 2.03688 -3.98279
H -3.72742 0.46349 -4.50445
C 0.03226 -3.88452 -1.74194
O 0.25923 -2.65746 -1.57401
N 0.67339 -4.69592 -2.51880
N -0.75870 -4.60025 -1.03181
H 1.58147 -4.36305 -2.80982
H 0.25802 -5.56116 -2.83335
H -0.97137 -5.58712 -1.06252
H -1.16100 -4.10942 -0.24610
C 4.13843 0.59004 -1.60063
O 3.31044 0.68938 -0.71020
N 5.38802 0.86066 -1.53203
N 3.88046 0.24204 -2.79923
H 5.55339 0.95801 -0.54043
H 6.10060 0.88554 -2.24738
H 2.93152 0.08273 -3.10615
H 4.62232 0.17128 -3.48094
O 1.83341 0.36385 3.62698
H 1.57526 0.22086 4.53755
H 2.78877 0.30529 3.63635

Atoms 1-6, force components in eV/Å:
Sr -1.4 0.5 0.1
C 1.4 -0.7 -0.8
C -0.9 0.6 -1.8
O 0.3 -2.0 -0.5
O -0.1 1.0 2.1
H 0.3 -0.1 0.0

Record 3
Here is 2 unconnected molecules or ions with the total composition C8H19NO from the OMol25 dataset. Energies are from the ωB97M-V functional and the def2-TZVPD basis.

frontier orbital gap = 9.633 eV
LUMO = 0.748 eV
SMILES = CCN(C)C(C)=O.CCC

Positions of all 29 atoms, in Å:
C -2.60832 -0.25844 3.18378
C -2.61804 0.74534 2.02623
N -1.27274 0.98225 1.47327
C -1.23032 1.65005 0.18419
C -0.16058 1.28345 2.28505
C 1.07489 0.89490 1.51394
O -0.32382 1.80848 3.35861
H -1.76578 -0.91930 3.14954
H -3.51078 -0.83548 3.33492
H -2.27155 0.46620 3.92767
H -3.12440 0.28270 1.17385
H -3.03026 1.72172 2.26863
H -2.15306 1.60848 -0.39297
H -1.02859 2.70461 0.37354
H -0.54720 1.18306 -0.53011
H 0.85063 0.30914 0.63332
H 1.87148 1.57990 1.21670
H 1.62753 0.26972 2.23108
C 2.68185 -0.39523 -3.11502
C 1.33960 -1.15404 -3.04377
C 1.35923 -2.55174 -2.49736
H 3.54202 -1.07417 -3.05031
H 2.84902 0.10755 -4.06171
H 2.76130 0.23728 -2.23063
H 0.96971 -1.10582 -4.05213
H 0.69909 -0.49594 -2.46539
H 0.44532 -2.86941 -1.97746
H 2.07985 -2.80383 -1.70954
H 1.49393 -3.37146 -3.20791

Atoms 1-6, force components in eV/Å:
C 1.1 2.1 0.2
C 0.7 -0.8 -1.4
N -0.1 -1.0 0.0
C -0.1 0.0 -0.4
C -1.9 0.9 -2.1
C 1.8 -0.7 1.1

Record 4
Here is 2 unconnected molecules or ions with the total composition C8H19NO from the OMol25 dataset. Energies are from the ωB97M-V functional and the def2-TZVPD basis.

frontier orbital gap = 10.657 eV
LUMO = 0.812 eV
SMILES = CC(N)=O.CCCCCC

Positions of all 29 atoms, in Å:
C 1.32536 -0.20299 -0.64796
C 2.09907 -1.15042 0.24248
N 3.37171 -0.74766 0.53584
O 1.63504 -2.19709 0.67293
H 0.31742 -0.61443 -0.82508
H 1.82974 -0.07671 -1.62071
H 1.22268 0.78753 -0.17369
H 3.75701 0.12833 0.17431
H 3.94287 -1.34908 1.13466
C 3.36029 -0.44177 3.75674
C 2.03543 -1.05937 3.30970
C 1.12691 -0.04968 2.61122
C -0.20182 -0.65063 2.15785
C -1.11034 0.35906 1.45936
C -2.43521 -0.25855 1.01235
H 3.17287 0.38628 4.46087
H 3.90588 -0.04489 2.88413
H 3.99521 -1.19217 4.25710
H 2.23585 -1.89923 2.61694
H 1.50435 -1.46894 4.19042
H 0.92510 0.79043 3.30327
H 1.65659 0.36015 1.72980
H -0.00001 -1.49074 1.46581
H -0.73151 -1.06045 3.03928
H -1.31075 1.19892 2.15212
H -0.57927 0.76862 0.57865
H -3.07013 0.49186 0.51197
H -2.98079 -0.65541 1.88496
H -2.24779 -1.08661 0.30823

Atoms 1-6, force components in eV/Å:
C -0.3 0.1 -0.5
C 0.3 -0.5 -0.4
N 0.5 -0.1 -0.3
O 0.8 0.2 -1.0
H 0.5 0.2 0.1
H -0.1 -0.1 0.4

Record 5
Here is 3 unconnected molecules or ions with the total composition C8H19NO from the OMol25 dataset. Energies are from the ωB97M-V functional and the def2-TZVPD basis.

frontier orbital gap (alpha / beta) = 7.550 / 7.550 eV
LUMO (alpha / beta) = 0.851 / 0.851 eV

Positions of all 29 atoms, in Å:
C -0.17757 -0.72642 -0.37874
C -0.26555 0.33297 0.56516
C -2.17286 -0.89311 0.24645
C 2.71791 0.42542 0.22472
C 1.49644 2.01689 -1.04335
C 0.49780 -2.03661 -0.11882
C -0.13182 0.15702 2.05614
C -3.04760 -0.08429 -0.67525
N 1.50705 1.19597 0.13495
O -0.22697 -0.47057 -1.71022
H -0.35729 0.47634 -1.86182
H -0.77625 1.23263 0.24166
H -2.21212 -1.96156 0.03210
H -2.43363 -0.77877 1.29698
H 0.55847 2.58779 -1.11501
H 2.70346 -0.21882 1.11122
H 3.61116 1.06740 0.32498
H 2.90659 -0.22057 -0.65803
H 2.29734 2.77710 -1.03212
H 1.63503 1.45861 -1.99294
H 1.54860 -1.96135 -0.41183
H 0.04902 -2.80964 -0.74601
H 0.43990 -2.33374 0.92543
H 0.73639 0.71404 2.40788
H -0.01798 -0.88100 2.36782
H -1.01338 0.55659 2.56123
H -2.75478 -0.20919 -1.72107
H -3.02032 0.98232 -0.42835
H -4.09705 -0.39546 -0.60317

Atoms 1-6, force components in eV/Å:
C -3.3 -0.8 0.9
C 4.2 1.7 -0.6
C 1.0 -1.1 -1.0
C -0.2 -0.3 0.0
C -0.2 0.0 -0.1
C 0.0 0.0 -0.1

Record 6
Here is a single C8H19NO molecule from the OMol25 dataset. Energies are from the ωB97M-V functional and the def2-TZVPD basis.

frontier orbital gap = 9.579 eV
LUMO = 0.804 eV
SMILES = CC(C)(C)CC(C)(C)NO

Positions of all 29 atoms, in Å:
C 1.77473 0.40250 1.10354
C 1.35313 -0.20192 -0.23007
C 2.32585 0.26948 -1.31368
C 1.40713 -1.72482 -0.15404
C -0.15030 0.30663 -0.78718
C -1.26727 0.36616 0.20947
C -1.56384 -0.91211 0.97796
C -1.24289 1.57420 1.13666
N -2.57142 0.61323 -0.73203
O -2.79549 -0.46493 -1.65254
H 2.81541 0.14732 1.31508
H 1.18383 0.01264 1.92936
H 1.70201 1.48814 1.08462
H 3.33982 -0.07011 -1.09582
H 2.34866 1.35689 -1.37346
H 2.04135 -0.12165 -2.28908
H 0.81798 -2.11399 0.67123
H 1.05025 -2.17314 -1.07974
H 2.43632 -2.05574 -0.00131
H -0.40928 -0.39004 -1.58589
H 0.01179 1.30486 -1.19893
H -0.85040 -1.05940 1.78437
H -1.54397 -1.77513 0.31762
H -2.55594 -0.82857 1.42051
H -2.25367 1.75530 1.49931
H -0.90236 2.46858 0.61899
H -0.61035 1.40291 2.00175
H -2.40151 1.41484 -1.33900
H -3.48958 -0.99212 -1.23772

Atoms 1-6, force components in eV/Å:
C -0.1 0.0 -0.1
C -1.5 0.6 -1.1
C 0.0 -0.1 0.2
C 0.0 0.1 0.0
C 2.9 -1.0 1.3
C -2.2 0.3 -1.7

Record 7
Here is 2 unconnected molecules or ions with the total composition C8H19NSi from the OMol25 dataset. Energies are from the ωB97M-V functional and the def2-TZVPD basis.

frontier orbital gap = 7.254 eV
LUMO = 0.348 eV

Positions of all 29 atoms, in Å:
C -1.84579 -0.61269 2.63324
C -0.58338 -0.36301 2.31462
C -0.29852 -1.08149 -2.07001
C 1.98798 -1.14217 -0.85606
C 0.09744 -2.60037 -0.20791
C 1.10540 2.28709 -0.78368
C -0.67383 2.86461 0.87253
C 0.44705 -1.20256 -0.62827
N 0.15516 1.86158 0.32004
Si -0.17759 0.17675 0.55160
H -2.22894 -0.92970 3.66472
H -2.65046 -0.53836 1.82870
H 0.27200 -0.55721 2.91901
H -1.36486 -0.97325 -1.99407
H 0.10453 -0.22884 -2.48977
H 0.14615 -1.91853 -2.60691
H 2.26468 -0.40643 -1.64837
H 2.30186 -2.19361 -1.11623
H 2.36325 -0.80976 0.13531
H 0.29729 -3.24922 -1.11711
H 0.76599 -2.97700 0.51423
H -0.83315 -2.54975 0.18497
H 1.72313 1.45333 -0.87685
H 0.54680 2.51252 -1.77274
H 1.72221 3.13826 -0.54523
H -1.61772 2.55082 1.41895
H -0.12582 3.48142 1.54512
H -1.01261 3.66245 0.21288
H -2.88826 0.34513 -0.40274

Atoms 1-6, force components in eV/Å:
C -2.0 -0.5 0.6
C -0.1 0.2 -1.7
C 1.6 -0.6 2.4
C -0.7 0.0 0.3
C 2.6 -0.2 -1.7
C -3.0 0.3 -0.2

Record 8
Here is 2 unconnected molecules or ions with the total composition C8H19O3 from the OMol25 dataset. Energies are from the ωB97M-V functional and the def2-TZVPD basis.

frontier orbital gap (alpha / beta) = 9.778 / 9.656 eV
multiplicity = 2
LUMO (alpha / beta) = 1.036 / 0.300 eV

Positions of all 30 atoms, in Å:
C -2.32280 0.03853 -2.40007
H -2.48891 1.09089 -2.63445
H -1.71060 -0.56849 -3.06902
H -3.12695 -0.43707 -1.83849
O -0.04729 -1.61101 0.46811
C 1.31777 -1.49742 0.14133
C 2.09644 -0.39527 0.84629
O 1.79028 0.90703 0.40967
C 0.93904 1.64542 1.25759
C 0.61027 2.98588 0.63401
O -0.30579 2.91726 -0.43385
C 0.26362 2.89810 -1.72180
H 1.34946 -1.33122 -0.94506
H 1.87078 -2.44201 0.30347
H 1.97933 -0.46198 1.94254
H 3.16206 -0.56005 0.62927
H 1.43567 1.83373 2.22838
H 0.00942 1.08513 1.45146
H 0.14452 3.60826 1.41162
H 1.54130 3.48330 0.30821
H -0.55109 2.69542 -2.42851
H 0.79953 3.84379 -1.91434
H 0.98014 2.07449 -1.86083
C -0.51101 -2.97926 0.76544
C -1.96429 -2.95107 1.17546
H -0.34878 -3.59180 -0.13959
H 0.09409 -3.43634 1.56737
H -2.13498 -2.19320 1.95286
H -2.26359 -3.92894 1.57801
H -2.60764 -2.72211 0.31494

Atoms 1-6, force components in eV/Å:
C -0.6 0.1 -0.4
H 0.3 -0.3 0.1
H -0.1 0.2 0.4
H 0.4 0.0 0.0
O -0.7 -1.1 1.1
C 0.3 -0.5 -0.8

Quick rundown of energy above the lowest of the compared OMol25 structures with the same formula, charge and spin, same order as above: 352.15 666.87 217.98 55.04 490.42 229.10 617.47 31.58 kJ/mol